H14NaO7 | ωB97M-V/def2-TZVPD

## Properties
Total energy ... -18970.894 eV
Energy relative to the best compared isomer or geometry (same formula, charge and spin) ... 2.619 eV
Charge ... +1
LUMO energy ... -0.1559 hartree

```
22
Properties=species:S:1:pos:R:3:forces:R:3
Na 8.929974 4.896861 13.678622 -0.1 0.0 0.0
O 6.796138 4.545677 16.976387 0.4 -0.1 -0.3
H 6.046992 4.011876 17.241052 -0.2 -0.2 0.1
H 6.422360 5.405973 16.785551 -0.1 0.3 0.1
O 11.838856 6.499168 16.725581 -0.3 -0.2 -0.2
H 12.222320 7.371584 16.815451 0.1 0.3 0.0
H 12.564216 5.899161 16.898994 0.2 -0.1 0.1
O 6.543705 8.508646 15.061164 0.2 -0.4 -0.1
H 5.664464 8.817911 14.843141 -0.3 0.1 -0.1
H 7.006676 9.291828 15.358689 0.1 0.2 0.1
O 10.422864 0.862525 13.238329 -0.1 0.4 -0.1
H 10.604019 0.672363 14.158798 0.1 -0.1 0.3
H 10.120973 0.029533 12.876081 -0.1 -0.2 -0.2
O 11.021249 6.650565 10.681802 -0.2 -0.2 0.4
H 10.983675 7.530802 10.307629 0.0 0.3 -0.1
H 11.064300 6.068827 9.922896 0.1 -0.2 -0.2
O 5.378607 4.276781 12.241007 0.4 0.1 0.2
H 4.744304 3.601312 12.481077 -0.1 -0.2 0.1
H 4.910451 4.836227 11.621276 -0.1 0.2 -0.2
O 10.358222 1.970462 17.337503 0.0 -0.2 -0.4
H 9.569454 2.512129 17.311520 -0.3 0.1 0.1
H 11.038470 2.553132 17.675124 0.2 0.1 0.2
```
Forces are in eV/Å.

Here are the Löwdin charges for atoms 1 to 6, given in e:
1 Na 0.92
2 O -0.05
3 H 0.04
4 H 0.03
5 O -0.06
6 H 0.04



C31H67ClO6S | ωB97M-V/def2-TZVPD

## Properties
Total energy ... -68877.052 eV
SMILES ... O=C1O[C@H](O)[C@@H](CCCCS(=O)(=O)Cl)O1.CCCCCC.CCCCCC.CCCCCC.CCCCCC
Charge ... 0
LUMO energy ... 0.0032 hartree

```
106
Properties=species:S:1:pos:R:3:forces:R:3
O 4.086618 -1.109142 0.010794 -0.2 0.0 0.3
C 3.532745 -0.968473 1.053129 0.5 -0.3 -0.5
O 3.942514 -0.156055 2.057707 -0.1 0.7 -0.1
C 2.716324 0.077426 2.796523 -0.6 0.2 -0.4
O 2.847188 0.716965 3.990101 0.5 -0.3 0.2
C 2.230929 -1.338762 2.836808 0.5 -0.3 0.4
C 0.914499 -1.701570 3.496967 -0.1 -0.1 -0.7
C -0.271923 -1.989517 2.577160 0.0 0.3 0.2
C -0.844809 -0.800301 1.791487 0.4 -0.3 0.1
C -0.944168 0.416618 2.687451 -0.3 -0.3 -0.1
S -1.853129 1.844902 2.098797 0.4 0.5 0.6
O -0.920000 2.871274 1.757404 0.0 -0.1 -0.2
O -2.882712 2.110299 3.050185 -0.3 0.0 -0.1
Cl -2.756679 1.286132 0.372851 0.0 -0.1 -0.1
O 2.394972 -1.615098 1.423857 -0.3 -0.3 0.0
H 2.068448 0.627313 2.099473 0.0 0.3 0.1
H 3.214149 1.595164 3.841337 0.0 0.1 0.0
H 3.014877 -1.927030 3.313601 0.1 0.1 0.3
H 0.667839 -0.928674 4.218161 0.0 0.2 0.2
H 1.111280 -2.601943 4.066924 -0.1 -0.2 0.2
H -1.072428 -2.367190 3.209644 -0.1 -0.2 0.1
H -0.001228 -2.790156 1.897599 0.0 -0.1 -0.2
H -1.835779 -1.087720 1.462136 -0.1 0.0 -0.2
H -0.230293 -0.602536 0.918355 0.0 0.1 -0.2
H 0.022692 0.819571 2.959553 0.2 0.2 -0.1
H -1.461257 0.148406 3.603905 -0.2 0.1 0.1
C 1.447100 1.608206 -1.994749 -0.1 0.0 0.0
C 0.204475 1.017671 -2.652846 0.0 0.0 0.1
C 0.217695 -0.506757 -2.749582 0.0 0.0 0.0
C 1.341533 -1.086455 -3.608849 -0.1 0.0 0.0
C 1.364189 -0.581958 -5.050656 0.0 -0.1 0.0
C 0.106673 -0.931431 -5.842796 0.1 0.1 0.0
H 2.354636 1.383343 -2.554977 0.0 0.0 0.0
H 1.365171 2.693376 -1.917664 0.0 0.0 0.0
H 1.570276 1.210772 -0.984415 0.0 0.0 0.0
H 0.073055 1.455080 -3.645992 0.0 0.0 0.0
H -0.670471 1.320649 -2.070131 0.0 0.0 0.0
H -0.748447 -0.844417 -3.136887 0.0 0.0 0.0
H 0.300108 -0.927075 -1.740299 0.0 0.0 0.0
H 1.243919 -2.177017 -3.616777 0.0 0.0 0.0
H 2.302764 -0.877228 -3.141339 0.1 0.0 0.1
H 2.231505 -1.018183 -5.552865 0.0 0.0 0.0
H 1.517314 0.500601 -5.068587 0.0 0.0 0.0
H -0.047785 -2.012426 -5.868576 0.0 0.0 0.0
H 0.192189 -0.579682 -6.872678 0.0 0.0 0.0
H -0.783108 -0.470846 -5.410998 0.0 0.0 0.0
C -9.583858 4.101890 5.099756 0.1 0.1 0.0
C -8.536143 5.093258 4.600900 -0.1 0.0 0.0
C -7.751371 4.592906 3.389762 0.0 0.0 0.0
C -6.934734 3.322847 3.633022 0.0 0.0 0.0
C -5.916111 3.421592 4.766537 0.1 0.0 0.0
C -4.842866 4.478636 4.527780 0.0 0.0 0.1
H -9.128605 3.169862 5.437256 0.0 0.0 0.0
H -10.142247 4.516055 5.940259 0.0 0.0 0.0
H -10.298395 3.861542 4.309842 0.0 0.0 0.0
H -7.851161 5.342175 5.415719 0.0 0.0 0.0
H -9.034494 6.026895 4.327671 0.0 0.0 0.0
H -7.089846 5.390776 3.041886 0.0 0.0 0.0
H -8.450140 4.403957 2.568547 0.0 0.0 0.0
H -6.407899 3.067311 2.708362 0.0 0.0 0.0
H -7.610590 2.486499 3.833825 0.0 0.0 0.0
H -5.431386 2.448548 4.878587 0.0 0.0 0.0
H -6.424628 3.620010 5.714602 0.0 0.0 0.0
H -4.303052 4.274056 3.603147 0.0 0.0 0.0
H -4.116822 4.484043 5.341828 0.0 0.0 0.0
H -5.268382 5.481621 4.462010 0.0 0.0 0.0
C -0.794034 -3.551536 -9.834711 0.0 0.0 -0.1
C 0.566920 -3.261285 -10.461866 -0.1 0.0 0.1
C 1.221289 -1.988790 -9.928550 0.1 0.0 0.0
C 0.441048 -0.700744 -10.191540 0.0 0.0 0.0
C 0.149417 -0.409306 -11.662150 0.1 0.0 0.0
C 1.406868 -0.224689 -12.507152 -0.1 0.0 0.0
H -1.515615 -2.763074 -10.052918 0.0 0.0 0.0
H -1.206537 -4.486552 -10.215785 0.0 0.0 0.0
H -0.710058 -3.640384 -8.749596 0.0 0.0 0.0
H 0.465396 -3.206345 -11.549193 0.0 0.0 0.0
H 1.235186 -4.102468 -10.261510 0.0 0.0 0.0
H 2.224795 -1.900698 -10.353958 0.0 0.0 0.0
H 1.363305 -2.089561 -8.847603 0.0 0.0 0.0
H 1.008596 0.136464 -9.772532 0.0 0.0 0.0
H -0.503461 -0.727064 -9.640557 0.0 0.0 0.0
H -0.452848 0.500807 -11.720564 0.0 0.0 0.0
H -0.464343 -1.206979 -12.089333 0.0 0.0 0.0
H 2.020982 0.589266 -12.116753 0.0 0.0 0.0
H 1.149871 0.016453 -13.539282 0.0 0.0 0.0
H 2.017661 -1.128233 -12.525180 0.0 0.0 0.0
C 5.698426 -0.994359 4.769234 0.0 0.0 0.2
C 6.355625 -1.677702 5.963862 0.0 0.0 -0.1
C 5.600214 -2.921653 6.427970 0.0 0.0 0.0
C 4.167924 -2.661277 6.898678 0.0 0.0 0.0
C 4.038722 -1.653058 8.038560 0.0 -0.1 0.1
C 4.746719 -2.088433 9.318380 0.0 0.1 0.0
H 4.698063 -0.639305 5.018387 0.0 0.0 0.0
H 6.277368 -0.131407 4.438172 0.0 0.0 0.0
H 5.615244 -1.680573 3.923601 0.0 0.0 0.0
H 6.451739 -0.964559 6.787031 0.0 0.0 0.0
H 7.373794 -1.970193 5.695928 0.0 0.0 0.0
H 6.166747 -3.406167 7.227537 0.0 0.0 0.0
H 5.567338 -3.643356 5.605513 0.0 0.0 0.0
H 3.729049 -3.612828 7.215403 0.0 0.0 0.0
H 3.562128 -2.317637 6.053582 0.0 0.0 0.0
H 2.976716 -1.507679 8.252868 0.0 0.0 0.0
H 4.419805 -0.678359 7.722658 0.0 0.0 0.0
H 4.359449 -3.046700 9.670158 0.0 0.0 0.0
H 4.597880 -1.356356 10.112739 0.0 0.0 0.0
H 5.821882 -2.194281 9.168932 0.0 0.0 0.0
```
Forces are in eV/Å.

Here are the Löwdin charges for atoms 1 to 6, given in e:
1 O 0.18
2 C -0.55
3 O 0.11
4 C -0.36
5 O 0.08
6 C -0.21



C3H9NO3 | ωB97M-V/def2-TZVPD

## Properties
Total energy ... -10888.927 eV
Energy relative to the best compared isomer or geometry (same formula, charge and spin) ... 1.655 eV
SMILES ... O=CNCCO.O
Charge ... 0
LUMO energy ... 0.0249 hartree

```
16
Properties=species:S:1:pos:R:3:forces:R:3
O -2.428425 -0.918133 0.995464 0.1 -0.5 -0.5
C -1.850971 -0.094756 0.311892 -0.3 0.8 0.5
N -0.601764 -0.198322 -0.221720 -2.3 -0.1 0.0
C 0.107620 1.054780 -0.458618 0.9 0.2 1.0
C 1.563608 0.836126 -0.825157 0.8 -0.3 0.1
O 1.810749 1.310891 -2.143467 -0.2 -0.3 0.0
H -2.345915 0.882658 0.159336 0.3 0.0 -0.2
H -0.286624 -1.143641 -0.045893 1.3 0.5 -0.1
H 0.072818 1.624446 0.474396 0.1 0.0 0.1
H -0.363688 1.724615 -1.178604 -0.1 -0.5 -0.4
H 1.818981 -0.222956 -0.696311 -0.2 -0.1 -0.4
H 2.277138 1.310215 -0.136143 -0.5 0.4 0.0
H 2.562306 0.834976 -2.506161 0.0 0.1 0.0
O -0.421937 -2.470275 2.190809 0.6 -0.2 0.1
H -0.987141 -1.870112 2.684239 -0.1 0.0 -0.1
H -0.926760 -2.660517 1.395939 -0.3 0.0 0.2
```
Forces are in eV/Å.

Here are the Löwdin charges for atoms 1 to 6, given in e:
1 O 0.01
2 C -0.36
3 N 0.03
4 C -0.17
5 C -0.25
6 O -0.06



C28H74N6O8 | ωB97M-V/def2-TZVPD

## Properties
Total energy ... -55546.789 eV
Energy relative to the best compared isomer or geometry (same formula, charge and spin) ... 3.865 eV
SMILES ... COC[C@H](C)N.COC[C@H](C)N.COC[C@H](C)N.COC[C@H](C)N.COCCNCCOC.COCCNCCOC
Charge ... 0
LUMO energy ... 0.0181 hartree

```
116
Properties=species:S:1:pos:R:3:forces:R:3
C 10.904251 -0.779993 -3.441656 -0.3 -0.3 0.8
O 10.924415 -2.161910 -3.001550 0.7 0.2 -1.1
C 11.217970 -3.040788 -4.103157 0.1 0.5 -0.5
C 12.747629 -3.020293 -4.517044 -1.0 -2.0 0.2
C 13.051975 -4.181126 -5.506770 -1.1 1.5 -0.4
N 13.612024 -3.222310 -3.361411 -0.4 0.3 0.5
H 9.899031 -0.505227 -3.761266 -0.2 -0.1 0.0
H 11.575142 -0.483470 -4.247928 0.3 -0.6 -0.1
H 11.185381 -0.186974 -2.571365 -0.2 0.0 0.0
H 10.849788 -4.055073 -3.949064 0.6 -0.2 1.2
H 10.494643 -2.803405 -4.883258 0.4 0.7 -0.8
H 13.004148 -2.104770 -5.050068 0.0 0.2 0.3
H 14.134532 -4.261776 -5.605133 -0.2 -0.1 -0.3
H 12.537663 -3.806340 -6.391723 0.6 -0.3 -0.8
H 12.572637 -5.149459 -5.363003 0.2 0.0 0.8
H 13.602600 -4.208248 -3.142484 0.3 -0.4 -0.2
H 13.111896 -2.867741 -2.558755 0.1 0.7 0.4
C -1.290108 3.265922 -0.363413 -0.8 -0.7 0.6
O 0.023888 3.715705 -0.443656 1.1 -0.1 0.9
C 0.606016 3.669884 0.880096 1.1 0.4 0.0
C 1.978297 4.391475 0.883896 -1.3 3.5 -0.4
C 3.112511 3.910178 0.053256 0.8 -0.7 0.0
N 2.417951 4.859110 2.207079 -0.1 -1.8 1.1
H -1.321232 2.251832 0.035046 0.0 -0.4 -0.1
H -1.830960 3.266924 -1.309768 0.5 0.3 -0.1
H -1.855949 3.831633 0.376791 -0.2 0.5 0.0
H -0.039210 4.223755 1.562006 0.0 0.0 0.1
H 0.758056 2.674881 1.298388 -0.5 -0.6 -0.4
H 1.650373 5.361226 0.509529 0.0 0.1 -0.9
H 3.834237 4.703173 -0.142652 -0.2 0.3 -0.1
H 2.850378 3.446840 -0.897908 -0.1 -0.1 0.2
H 3.681269 3.244903 0.702884 0.1 -0.7 -0.3
H 2.971670 4.108258 2.593993 -0.1 -0.5 0.6
H 3.100036 5.602335 2.256733 -0.3 0.5 -0.9
C -7.917808 -3.359268 5.506870 -1.0 1.1 -0.1
O -7.222237 -2.685476 6.531766 1.7 -0.3 0.5
C -7.451470 -1.316785 6.787475 0.1 1.1 -2.0
C -7.132140 -0.312075 5.590079 2.5 -1.9 -1.0
C -5.598952 -0.393566 5.281006 0.5 0.1 0.9
N -7.509321 1.037603 5.845418 -1.0 0.2 0.1
H -8.957326 -3.210880 5.799274 -0.5 -0.6 -0.6
H -7.672918 -4.411744 5.363996 0.3 0.0 1.1
H -7.758049 -2.979202 4.497845 0.1 0.7 0.0
H -8.453824 -1.103960 7.159062 -0.4 -0.2 -0.1
H -6.758351 -0.937640 7.538429 0.1 -0.7 0.4
H -7.546863 -0.564251 4.614114 -0.8 -0.4 0.3
H -5.162788 -1.371188 5.486215 -0.3 -0.2 0.1
H -5.067784 0.305569 5.926901 0.0 0.0 0.4
H -5.203530 -0.123382 4.301855 -0.9 0.1 -0.4
H -7.287208 1.309466 6.792453 0.3 0.1 0.3
H -8.515128 0.946839 5.831282 -0.5 0.9 0.1
C 7.292430 10.126010 2.462326 -1.3 0.4 0.0
O 7.759011 9.103299 3.326605 1.0 1.2 -0.5
C 9.150072 8.825021 3.125294 -0.2 -0.7 -1.7
C 9.567187 7.804791 4.135638 -0.1 2.0 2.0
C 9.362535 8.429367 5.505995 -1.0 -0.2 0.8
N 10.965360 7.507234 4.113437 1.4 -1.8 -1.5
H 6.260194 10.372340 2.711164 -0.3 -0.8 0.1
H 7.309266 9.856913 1.406203 0.2 -0.3 -0.1
H 7.668893 11.145353 2.547837 1.3 -0.2 0.4
H 9.350476 8.491948 2.106967 -0.6 -0.8 -0.5
H 9.853962 9.654779 3.060850 -0.3 0.8 1.2
H 9.017697 6.863438 4.140225 -0.4 0.2 -0.6
H 9.744512 9.437265 5.668295 0.5 0.0 -0.6
H 9.947555 7.742014 6.117072 -0.7 0.2 0.9
H 8.310206 8.534694 5.769815 0.0 -0.5 0.3
H 10.969044 6.509490 4.270243 0.7 -0.3 -0.4
H 11.532807 7.834987 4.881992 -0.4 0.7 0.1
C 5.999866 -2.647206 6.533385 -0.5 0.2 4.1
O 5.774336 -3.139748 5.323665 -0.3 1.4 -4.3
C 4.998823 -2.188081 4.493220 -0.6 -2.2 -0.8
C 5.157005 -2.548188 2.988124 -0.5 0.2 1.1
N 4.414780 -3.782424 2.622536 0.7 2.2 -0.3
C 4.820765 -4.290763 1.293981 -0.7 0.0 1.3
C 4.351384 -3.390910 0.114268 0.1 -1.0 -0.8
O 4.290427 -4.260950 -1.041670 -0.2 0.8 -0.8
C 3.971292 -3.620848 -2.318109 1.3 -0.2 1.1
H 6.369424 -1.641549 6.733826 1.0 0.3 -1.1
H 6.584966 -3.379729 7.089404 0.2 0.2 0.1
H 5.068893 -2.530914 7.088243 -0.7 -0.4 0.4
H 5.114879 -1.117089 4.659371 0.9 -0.1 0.4
H 3.963498 -2.408930 4.752893 -0.3 0.2 0.0
H 6.218961 -2.520101 2.744067 0.4 -0.7 0.0
H 4.796945 -1.682570 2.432107 -0.6 0.0 -0.2
H 4.447467 -4.419447 3.405635 0.3 -0.4 -0.4
H 4.355304 -5.276375 1.288456 -0.1 0.0 -0.8
H 5.897993 -4.457170 1.294071 0.2 0.1 -0.5
H 5.020674 -2.565655 -0.128868 0.5 0.0 0.3
H 3.379698 -2.922381 0.270468 -0.3 -0.3 0.4
H 4.208690 -4.348162 -3.094480 -1.0 -0.4 0.2
H 4.677842 -2.846979 -2.618121 0.3 0.5 0.7
H 2.991713 -3.142980 -2.330507 -0.3 -0.5 -0.1
C -18.929198 -3.787133 -9.223510 0.0 -1.5 0.5
O -18.092611 -3.669266 -8.081361 0.2 0.1 -0.4
C -17.050007 -4.667390 -7.964641 -0.2 1.3 0.6
C -16.284584 -4.198663 -6.728241 -0.1 0.6 0.7
N -15.681118 -2.906154 -6.937733 1.6 0.6 -1.8
C -15.040701 -2.199671 -5.847262 -0.5 0.0 0.4
C -13.858140 -2.860691 -5.172476 -0.1 -0.4 0.2
O -13.607302 -2.222166 -3.924494 0.7 0.8 0.7
C -12.592094 -1.166998 -3.918882 -0.4 -1.3 -0.9
H -18.623875 -3.305992 -10.152695 0.4 0.5 0.3
H -19.949045 -3.514606 -8.951939 0.2 0.3 0.0
H -18.951648 -4.854242 -9.444603 -0.3 -0.2 -0.4
H -16.435986 -4.666761 -8.865235 0.2 0.0 0.0
H -17.461294 -5.663606 -7.801905 -0.2 -0.1 0.0
H -15.544175 -4.901010 -6.345360 0.1 -0.2 -0.4
H -16.994723 -4.061471 -5.912777 -0.6 -0.6 0.2
H -16.324122 -2.265898 -7.381255 -0.1 -0.3 -0.1
H -15.837947 -1.980346 -5.137059 0.3 0.2 0.8
H -14.564123 -1.266381 -6.147151 -0.8 0.3 -0.6
H -13.006349 -2.821492 -5.851448 0.3 0.1 0.0
H -14.053753 -3.918380 -4.996006 0.1 0.0 0.4
H -11.634152 -1.632181 -4.151387 0.1 0.1 -0.4
H -12.408479 -0.688776 -2.956750 -0.9 -0.3 0.2
H -12.868659 -0.409712 -4.652454 0.2 0.1 0.0
```
Forces are in eV/Å.

Here are the Löwdin charges for atoms 1 to 6, given in e:
1 C -0.09
2 O -0.20
3 C -0.19
4 C -0.42
5 C -0.07
6 N 0.03



C4H6N2O | ωB97M-V/def2-TZVPD

## Properties
Total energy ... -9271.099 eV
Energy relative to the best compared isomer or geometry (same formula, charge and spin) ... 2.403 eV
SMILES ... [H]/N=C\[C@@]1(C)NC1=O
Charge ... 0
LUMO energy ... 0.0242 hartree

```
13
Properties=species:S:1:pos:R:3:forces:R:3
H -1.365572 2.010092 -0.653048 0.3 -0.2 0.0
N -1.858177 1.520088 0.094945 -0.6 0.4 -0.1
C -1.265429 0.501982 0.522507 -0.1 -0.1 0.1
C 0.049030 -0.030232 0.083298 0.4 -0.3 -0.1
C 0.271334 -1.521012 0.211868 0.0 0.2 -0.1
N 0.621798 0.700908 -1.084070 -0.2 0.3 -0.5
C 1.253443 0.849274 0.076269 -0.4 -0.1 0.4
O 2.147264 1.357381 0.664126 0.6 0.2 0.1
H -1.746072 -0.061457 1.316500 0.0 -0.1 0.2
H 1.290107 -1.786650 -0.065626 0.0 0.0 0.0
H -0.420857 -2.068404 -0.427955 0.0 -0.1 0.0
H 0.106749 -1.828830 1.242035 0.0 -0.1 0.1
H 0.916381 0.356860 -1.980849 0.2 -0.2 -0.2
```
Forces are in eV/Å.

Here are the Löwdin charges for atoms 1 to 6, given in e:
1 H 0.05
2 N 0.12
3 C -0.20
4 C -0.35
5 C -0.02
6 N 0.19



C4H8O2 | ωB97M-V/def2-TZVPD

## Properties
Total energy ... -8369.794 eV
Energy relative to the best compared isomer or geometry (same formula, charge and spin) ... 3.488 eV
Charge ... 0
LUMO energy ... 0.0369 hartree

```
14
Properties=species:S:1:pos:R:3:forces:R:3
O -0.873033 -0.392055 0.301883 -0.2 0.0 0.0
C 0.041048 0.103503 1.351609 -0.1 0.1 0.4
C 1.103130 -0.888086 0.844198 0.2 -0.1 0.1
C 0.437966 -0.193453 -0.356668 0.2 -0.1 -0.4
O -1.824941 0.117886 -2.278137 -0.2 -0.1 0.0
C 0.555574 1.162127 0.362171 0.1 0.2 0.0
H -1.850475 0.190886 -1.310258 0.0 0.0 -0.1
H -0.368141 0.227516 2.356799 0.1 0.0 -0.2
H 0.852381 -1.943727 0.968988 0.0 0.2 0.0
H 2.154988 -0.665312 1.045347 -0.2 0.0 0.0
H 0.478858 -0.411390 -1.424171 0.1 0.0 0.2
H -2.088220 -0.795334 -2.441066 0.0 0.1 0.0
H -0.175584 1.914433 0.057593 0.1 -0.1 0.1
H 1.556448 1.573006 0.521712 -0.1 -0.1 0.0
```
Forces are in eV/Å.

Here are the Löwdin charges for atoms 1 to 6, given in e:
1 O -0.12
2 C -0.24
3 C -0.05
4 C -0.26
5 O -0.07
6 C -0.04